A structure of composition C37H36BBrF4N4O2PRhSe in a non-equilibrium geometry, computed with wB97M-V/def2-TZVPD.

Geometry as XYZ:
```
88
Properties=species:S:1:pos:R:3:forces:R:3:lowdin_charge:R:1
N 2.955146 -0.135278 0.172131 0.929 1.344 0.751 0.035
C -0.903444 -3.674746 1.329677 -2.316 2.367 -1.261 -0.136
C -5.361366 4.964539 -1.328286 -2.041 0.636 1.967 -0.171
H 1.610173 2.482507 -0.420881 -0.028 0.325 0.089 0.045
H -1.909601 -3.078048 -5.220471 0.445 0.612 0.521 0.124
C 0.819200 -5.560983 2.249684 0.049 -0.531 0.984 -0.073
N 0.744061 -0.170997 2.895402 0.530 0.062 -0.544 -0.122
O 1.277032 -0.191735 6.968389 0.562 -0.891 0.185 0.138
C 5.130715 0.551608 0.983264 -1.248 -0.100 -1.454 -0.066
F -0.539201 0.876476 -0.371145 0.904 0.345 -0.687 -0.051
F -2.638098 1.093480 -1.270991 0.218 -0.623 0.339 0.097
H -6.651456 6.601769 -0.709158 -0.399 0.779 -0.721 0.112
C 2.419570 -2.890227 -0.956873 0.117 -0.104 -0.359 -0.258
H 3.503362 -5.454893 -2.823636 -0.087 -1.671 -0.942 0.103
H 5.155921 3.312143 0.688781 -0.897 0.534 -0.261 0.094
H 1.456978 -1.094573 7.313528 -0.198 0.768 -0.037 0.154
C 1.213829 -1.416490 4.863543 -0.482 1.356 0.503 0.048
Se -3.362381 4.026256 -4.560603 0.478 -0.385 -0.671 0.982
C 1.240464 -0.227873 5.647161 -0.702 -0.726 -1.666 -0.283
H 2.268047 -4.816998 0.898509 0.214 0.011 -0.184 0.112
C 3.841228 -1.001355 -0.141082 1.956 1.495 1.428 -0.272
H 3.236998 1.456346 1.544192 0.368 -0.169 -0.747 0.102
C -6.179709 5.689211 -0.465151 -0.376 0.367 1.007 0.038
H 1.242620 -2.332296 5.372188 0.197 -1.354 0.386 0.110
C 3.744528 1.067467 0.622425 -1.229 1.331 1.653 -0.278
C 3.538707 -4.581519 -2.270060 -0.331 1.389 0.118 -0.025
H -5.882771 3.960340 2.407319 0.483 -0.180 -1.287 0.142
C -5.547817 6.110282 -3.508096 -0.619 0.133 -2.039 -0.014
C 4.715735 -3.874185 -2.180677 2.392 -2.096 -1.295 -0.058
F -2.220315 1.412681 0.958036 -0.470 -0.559 0.148 0.116
H -1.444472 -0.660687 -4.365402 0.474 -0.957 0.141 0.126
C -0.436246 -5.423367 2.784029 -1.371 -0.726 0.842 -0.062
C -1.259205 -3.975417 -3.425902 0.188 1.359 -0.316 -0.064
C -5.708277 4.160862 1.314258 0.895 -2.328 2.066 -0.073
C -0.316829 -2.542559 -1.785961 1.036 0.156 0.940 -0.328
C 2.437240 2.318203 -1.110056 -1.307 -0.612 -1.628 -0.097
H 1.475808 -6.295484 2.643521 0.431 -0.641 0.302 0.111
C 1.265402 -4.732496 1.274734 0.116 1.036 -0.650 -0.075
Br 0.877128 2.528462 2.606719 -0.174 0.771 -0.435 0.948
C -0.718282 -3.829504 -2.188548 -0.071 0.572 1.066 -0.103
F -2.043716 -0.726570 0.050080 -0.496 -1.226 0.384 0.198
H -6.521943 5.866464 -4.015724 0.930 -0.078 0.663 0.141
H 5.821755 -2.345124 -1.188275 -1.002 -0.261 -0.236 0.144
H 4.482156 4.203082 -0.678049 -0.517 0.142 0.224 0.094
N -5.076841 5.120927 -2.621249 0.782 -0.651 -0.242 -0.069
H 1.106233 1.917291 5.468459 0.001 -0.567 -0.187 0.138
H 2.506109 3.119851 -1.838648 -0.204 0.515 0.182 0.091
C -4.787355 3.813427 -0.861131 1.124 -2.109 2.297 -0.100
C 0.390055 -3.746680 0.851684 0.138 1.075 -1.188 -0.383
B -1.938258 0.589342 -0.132777 -0.558 2.503 -0.307 -1.287
H -6.907169 5.838067 1.512207 -0.907 0.888 0.719 0.106
C 1.075412 0.954134 4.938097 0.489 1.863 0.690 -0.019
C 4.205548 3.504570 0.113477 1.090 -1.035 1.235 -0.042
H -0.779548 -6.064330 3.590443 0.313 -0.172 -0.089 0.118
H 5.653253 -4.276358 -2.685078 -1.408 0.545 0.665 0.152
C 3.655475 -2.261048 -0.764839 0.898 -1.411 -1.329 -0.125
H 5.232672 0.274893 1.997276 0.069 -0.477 1.190 0.122
H 5.933127 1.229299 0.726769 0.148 0.000 -0.351 0.134
O 5.163675 -0.624018 0.158258 -1.338 -1.341 -0.781 0.007
H -2.396609 -4.554538 2.612448 -0.067 0.245 0.164 0.118
C -4.904072 3.353753 0.536073 0.097 1.017 -1.996 0.072
Rh 0.863584 -0.223247 0.780876 0.636 -0.285 -0.513 1.043
C -1.369416 -4.524247 2.290397 0.651 -0.629 0.132 -0.059
C 4.831123 -2.810976 -1.373461 -0.062 2.053 1.417 0.009
C -0.527065 -1.407106 -2.573347 0.080 -0.003 -0.257 -0.093
C -4.208747 4.153132 -2.967756 -0.163 -0.671 -0.158 -0.709
H -5.654315 7.024918 -2.995683 -0.068 1.138 0.520 0.092
H 2.118839 1.476037 -1.771047 0.417 0.152 0.719 0.087
C -1.412388 -2.857180 -4.256604 -1.143 -0.738 -0.726 -0.047
H 0.671637 -2.202241 2.935211 0.073 -0.669 -0.164 0.086
N -4.069808 3.319278 -1.922845 -0.651 0.900 0.291 0.167
C -1.133081 -1.573579 -3.812408 -0.415 0.344 -0.424 -0.063
H 1.523768 -4.674897 -1.673296 -0.769 -0.350 -0.406 0.088
H 4.452258 1.784101 -1.203424 0.152 0.344 -0.010 0.155
C 0.887594 -1.346593 3.532585 0.081 0.775 0.746 -0.088
P 0.786437 -2.374978 -0.311434 -0.278 -0.739 -0.082 1.074
H -4.320533 2.501462 0.888658 -0.339 0.263 -0.115 0.108
H -0.715963 -4.698108 -1.518184 0.336 0.506 -0.120 0.123
H -3.593905 2.447201 -1.954079 0.856 -0.894 0.157 0.114
C 0.933177 0.969975 3.571003 -0.445 -1.605 0.897 -0.751
H -0.249052 -0.367320 -2.331012 -0.032 -0.873 0.425 0.105
H -1.635096 -2.869664 0.902570 1.497 -1.490 0.735 0.141
C 2.396620 -4.077745 -1.705309 0.610 0.402 1.119 -0.071
C -6.342196 5.272955 0.839964 0.419 0.705 -2.293 -0.056
H -1.594673 -4.933531 -3.687729 -0.434 -1.061 -0.766 0.101
H -4.759309 6.168389 -4.264056 -0.492 0.516 -0.106 0.044
H 3.404703 3.817512 0.820636 0.707 0.445 -0.548 0.087
C 3.755402 2.169079 -0.444211 0.553 -1.097 -0.426 -0.423
```
Forces are in eV/Å.

Charge   +2
DFT total energy   -7652.3867 hartree
<S²>   6.0266
E_HOMO (spin up / spin down)   -12.878 / -13.537 eV
Relative energy (zero: lowest compared OMol25 entry of this formula, charge and spin)   0.0 kJ/mol
Frontier orbital gap (spin up / spin down)   8.13 / 5.96 eV
E_LUMO (spin up / spin down)   -0.1745 / -0.2785 Eh
Spin multiplicity   5